# 1
{
  "formula": "C28H36N2O6",
  "method": "ωB97M-V/def2-TZVPD",
  "smiles": "CCOC(=O)C(C(=O)OCC)C(c1ccc(N2CCOCC2)cc1)c1ccc(N2CCOCC2)cc1",
  "relative_energy_kcal_mol": 0.0,
  "charge": 0,
  "lumo_ev": 0.668,
  "homo_lumo_gap_ev": 8.38,
  "elements": ["C", "C", "O", "C", "O", "C", "C", "O", "O", "C", "C", "C", "C", "C", "C", "C", "N", "C", "C", "O", "C", "C", "C", "C", "C", "C", "C", "C", "N", "C", "C", "O", "C", "C", "C", "C", "H", "H", "H", "H", "H", "H", "H", "H", "H", "H", "H", "H", "H", "H", "H", "H", "H", "H", "H", "H", "H", "H", "H", "H", "H", "H", "H", "H", "H", "H", "H", "H", "H", "H", "H", "H"],
  "coordinates": [[-2.8601, 5.4627, 0.5162], [-2.9752, 4.1585, -0.2454], [-2.7162, 3.0952, 0.7187], [-2.7084, 1.8790, 0.1483], [-3.1280, 1.7440, -1.0252], [-2.1038, 0.8555, 1.0218], [-3.0250, -0.2963, 0.9835], [-3.5356, -0.7253, -0.0326], [-3.2779, -0.8285, 2.2069], [-4.0669, -2.0661, 2.1178], [-4.1441, -2.6464, 3.5194], [-0.3613, 0.8707, 0.8445], [0.2167, -0.4312, 1.3111], [1.5910, -0.8179, 0.9374], [2.2349, -1.8453, 1.6436], [1.5502, -2.6261, 2.5718], [2.0622, -3.7772, 3.1628], [1.3026, -5.0170, 2.9882], [1.7933, -6.1371, 3.9093], [3.2184, -6.2558, 3.8451], [3.8638, -5.0293, 4.2032], [3.5266, -3.9384, 3.2060], [0.2397, -2.2203, 2.9605], [-0.3872, -1.1629, 2.3193], [0.0258, 1.3202, -0.5522], [0.2768, 2.6911, -0.8582], [0.7070, 3.0422, -2.1442], [0.8747, 2.0864, -3.1602], [1.3055, 2.4714, -4.4195], [0.5151, 2.0216, -5.5811], [1.1936, 2.2847, -6.9405], [1.6746, 3.6162, -6.9944], [2.6747, 3.8097, -6.0000], [2.0286, 3.7592, -4.6096], [0.6293, 0.7389, -2.8450], [0.1901, 0.3630, -1.6004], [-3.0964, 6.2895, -0.1639], [-3.5625, 5.5092, 1.3605], [-1.8304, 5.5861, 0.8671], [-2.1942, 4.0889, -1.0405], [-3.9753, 4.0282, -0.7318], [-2.0860, 1.2475, 2.0730], [-5.0855, -1.8801, 1.6937], [-3.5210, -2.7572, 1.4399], [-4.6915, -3.6025, 3.5005], [-3.1280, -2.8341, 3.8910], [-4.6807, -1.9811, 4.2190], [-0.2925, 1.7133, 1.6595], [2.1571, -0.2102, 0.2294], [3.2950, -2.0315, 1.4409], [0.2517, -4.8247, 3.1946], [1.3961, -5.3780, 1.9428], [1.4423, -5.9578, 4.9524], [1.4038, -7.1079, 3.5481], [3.5584, -4.7003, 5.2082], [4.9328, -5.2637, 4.1830], [3.9240, -4.1762, 2.1976], [3.9682, -3.0014, 3.5435], [-0.2305, -2.7081, 3.7967], [-1.3854, -0.8408, 2.6481], [0.2334, 3.4335, -0.0404], [0.9354, 4.0821, -2.3014], [-0.4675, 2.5557, -5.5946], [0.3305, 0.9532, -5.4844], [2.0083, 1.5448, -7.1077], [0.4386, 2.2148, -7.7451], [3.1111, 4.8037, -6.1903], [3.4527, 3.0278, -6.0364], [1.3277, 4.6250, -4.4905], [2.8151, 3.8460, -3.8475], [0.8659, -0.0246, -3.5816], [-0.0261, -0.7185, -1.3606]]
}

---

# 2
{
  "formula": "C28H36N3O5SSn",
  "method": "ωB97M-V/def2-TZVPD",
  "relative_energy_kcal_mol": 45.7,
  "charge": 1,
  "lumo_ev": [-5.368, -5.495],
  "homo_lumo_gap_ev": [5.51, 5.35],
  "elements": ["Sn", "O", "C", "C", "C", "N", "C", "C", "C", "O", "O", "C", "O", "O", "H", "H", "H", "C", "C", "C", "C", "C", "C", "C", "C", "C", "C", "C", "C", "C", "C", "C", "C", "C", "H", "H", "H", "H", "H", "H", "H", "H", "H", "H", "H", "H", "H", "H", "H", "H", "H", "H", "H", "H", "H", "H", "H", "H", "H", "H", "H", "H", "H", "S", "C", "N", "C", "C", "C", "N", "H", "H", "H", "H"],
  "coordinates": [[-2.0130, -0.3382, -0.5677], [-1.2537, -3.5788, 4.8860], [-1.3987, -2.9361, 3.7205], [-0.8548, -3.4115, 2.5212], [-1.0593, -2.6744, 1.3825], [-1.7471, -1.5347, 1.3947], [-2.2651, -1.0750, 2.5289], [-2.1211, -1.7441, 3.7220], [-2.9866, 0.2569, 2.4004], [-3.4357, 0.7670, 3.4048], [-2.9808, 0.7121, 1.1934], [-0.5522, -3.0715, 0.0232], [0.0425, -4.1199, -0.1417], [-0.8429, -2.2064, -0.8929], [-0.7467, -4.3927, 4.7773], [-0.2920, -4.3354, 2.4649], [-2.5560, -1.3424, 4.6263], [-0.3917, 2.3382, 0.3346], [0.6150, 1.6523, 0.9216], [1.2669, 0.7492, -0.1912], [0.5816, 0.9943, -1.3243], [-0.4321, 2.0258, -1.0711], [-1.1652, 2.8067, -2.0855], [-2.6254, 3.0591, -1.6610], [-1.1142, 2.1564, -3.4701], [-0.4226, 4.1770, -2.1131], [2.4981, -0.1424, -0.2160], [3.7207, 0.7730, -0.4609], [2.7236, -1.0014, 1.0352], [2.4017, -1.1183, -1.4072], [0.9660, 1.8474, 2.3770], [0.1246, 2.9769, 2.9875], [0.6332, 0.5685, 3.1821], [2.4436, 2.2474, 2.5422], [-1.0266, 3.0674, 0.8066], [0.8001, 0.5997, -2.3026], [-3.1531, 2.1237, -1.4820], [-3.1340, 3.5891, -2.4664], [-2.6927, 3.6645, -0.7568], [-1.5015, 1.1352, -3.4441], [-0.0970, 2.1323, -3.8661], [-1.7269, 2.7312, -4.1642], [-0.4462, 4.6649, -1.1389], [-0.9323, 4.8136, -2.8367], [0.6183, 4.0589, -2.4185], [3.8896, 1.4761, 0.3520], [3.5863, 1.3439, -1.3812], [4.6112, 0.1496, -0.5673], [2.8703, -0.4242, 1.9413], [3.6199, -1.6038, 0.8826], [1.8874, -1.6908, 1.1854], [2.5889, -0.6144, -2.3586], [1.4234, -1.6043, -1.4430], [3.1599, -1.8934, -1.2917], [-0.9427, 2.7490, 2.9532], [0.3067, 3.9316, 2.4890], [0.4016, 3.0885, 4.0362], [-0.4373, 0.5371, 3.3874], [1.1577, 0.5998, 4.1392], [0.9028, -0.3529, 2.6716], [2.6768, 3.1244, 1.9335], [3.1353, 1.4540, 2.2794], [2.6165, 2.5068, 3.5874], [-3.1845, -1.3756, -2.8655], [-1.8049, -2.3209, -3.2338], [-1.8671, -3.6644, -3.0221], [-0.8194, -4.4818, -3.2057], [0.3404, -3.9637, -3.6995], [0.3439, -2.5948, -3.9631], [-0.6832, -1.7913, -3.7294], [-2.7341, -4.0183, -2.6394], [-0.9523, -5.5235, -2.9519], [1.2089, -4.5833, -3.8599], [1.2292, -2.1254, -4.3800]]
}

---

# 3
{
  "formula": "C28H36N8O5Sr",
  "method": "ωB97M-V/def2-TZVPD",
  "relative_energy_kcal_mol": 11.1,
  "charge": 0,
  "lumo_ev": 0.301,
  "homo_lumo_gap_ev": 6.86,
  "elements": ["Sr", "O", "C", "C", "N", "C", "C", "O", "O", "C", "C", "O", "O", "H", "H", "H", "H", "H", "H", "H", "H", "H", "C", "C", "C", "C", "C", "N", "C", "C", "C", "C", "C", "C", "C", "N", "C", "C", "C", "N", "C", "C", "N", "C", "C", "C", "N", "H", "H", "H", "H", "H", "H", "H", "H", "H", "H", "H", "H", "H", "H", "H", "H", "H", "H", "N", "C", "C", "N", "H", "H", "H", "H", "H", "H", "H", "H", "H"],
  "coordinates": [[0.4722, 0.6037, -1.2978], [1.6155, -0.9631, -2.8380], [2.0295, 0.0285, -3.8052], [1.3099, 1.4158, -3.7721], [1.5818, 2.3302, -2.6452], [3.0119, 2.4711, -2.2842], [3.6240, 1.2076, -1.5535], [4.7955, 0.9815, -1.7998], [2.8199, 0.5423, -0.8051], [0.7977, 3.5802, -2.6780], [-0.4969, 3.5352, -1.8224], [-0.8735, 4.5895, -1.2787], [-1.0791, 2.4192, -1.6772], [2.2503, -0.9632, -2.0838], [1.7845, -0.3829, -4.7838], [3.1108, 0.1578, -3.7796], [0.2131, 1.2896, -3.8506], [1.6072, 1.8668, -4.7336], [3.1075, 3.3012, -1.5845], [3.6528, 2.7044, -3.1388], [0.5077, 3.8521, -3.7007], [1.4122, 4.4031, -2.3212], [0.4567, -0.7812, 6.4238], [0.3317, -0.8563, 4.9260], [-0.2154, -1.9673, 4.2844], [-0.3323, -2.0331, 2.9128], [0.1007, -0.9950, 2.0585], [-0.0902, -1.0179, 0.7023], [0.0962, -2.2536, 0.1034], [1.1880, -3.0898, 0.4149], [1.4129, -4.2860, -0.2335], [0.5806, -4.7339, -1.2596], [0.8467, -6.0206, -1.9926], [-0.4887, -3.9226, -1.5994], [-0.7330, -2.7285, -0.9302], [-1.9016, -1.9918, -1.3230], [-3.1373, -2.4802, -1.5458], [-3.9044, -1.4524, -2.0508], [-3.0248, -0.3609, -2.1059], [-1.8260, -0.6922, -1.6454], [0.6628, 0.1081, 2.7282], [0.7598, 0.1801, 4.1139], [1.2252, 1.2085, 1.9996], [2.4679, 1.6932, 2.1507], [2.5478, 2.8820, 1.4625], [1.2776, 3.0376, 0.9041], [0.4732, 2.0185, 1.2286], [-0.0551, -1.6186, 6.8978], [0.0218, 0.1400, 6.8158], [1.5017, -0.8110, 6.7404], [-0.5760, -2.7970, 4.8831], [-0.7832, -2.9071, 2.4572], [1.8670, -2.7629, 1.1932], [2.2728, -4.8835, 0.0493], [1.6858, -6.5542, -1.5470], [1.0890, -5.8385, -3.0416], [-0.0214, -6.6822, -1.9664], [-1.1515, -4.2077, -2.4091], [-3.3726, -3.5058, -1.3180], [-4.9406, -1.4885, -2.3370], [-3.2027, 0.6498, -2.4397], [1.1915, 1.0729, 4.5539], [3.2035, 1.1459, 2.7147], [3.4078, 3.5188, 1.3546], [0.9033, 3.8438, 0.2902], [-2.1864, 3.2116, 0.8761], [-3.4348, 2.4513, 0.5861], [-3.7026, 1.3671, 1.6289], [-3.0628, 0.0919, 1.3929], [-1.9159, 3.8443, 0.0710], [-1.3774, 2.5531, 1.0378], [-2.2790, 3.7824, 1.7131], [-3.2761, 2.0022, -0.3910], [-4.2521, 3.1679, 0.5154], [-4.7824, 1.2151, 1.6855], [-3.3989, 1.7321, 2.6171], [-2.0533, 0.1403, 1.3791], [-3.3480, -0.3086, 0.5032]]
}